# 1
{"formula": "C22H29BMnN8O8S2", "method": "wB97M-V/def2-TZVPD", "charge": -2, "spin_multiplicity": 2, "molar_mass_g_mol": 663.41, "gap_ev": [6.9, 6.4], "s2": 1.17, "symbols": ["C", "H", "C", "N", "H", "N", "O", "H", "H", "H", "C", "N", "C", "H", "H", "S", "S", "C", "H", "H", "H", "N", "O", "C", "B", "O", "C", "H", "C", "C", "C", "C", "O", "H", "H", "O", "H", "C", "C", "C", "C", "H", "H", "H", "C", "N", "H", "C", "H", "H", "C", "H", "N", "N", "C", "O", "O", "H", "C", "H", "C", "H", "H", "C", "O", "H", "Mn", "H", "H", "N", "H"], "xyz": [[-1.136, 2.197, 3.493], [-1.645, 3.083, 5.350], [-1.201, 2.157, 4.985], [-0.637, 1.195, 2.750], [0.132, -0.122, 4.388], [-0.707, 1.502, 1.429], [-2.441, -0.159, -0.362], [4.638, 0.187, -0.219], [2.444, 2.075, -3.613], [4.682, 0.028, 2.443], [-3.066, 2.099, -3.175], [1.633, -0.116, 1.235], [1.058, 2.119, -2.151], [-0.852, 2.579, -5.682], [1.680, -0.282, -2.479], [-0.963, -1.446, -2.988], [-3.535, 0.234, -1.273], [-0.976, 0.839, -4.442], [2.307, -1.004, 5.152], [3.804, -0.072, 4.985], [-1.953, 4.151, 2.891], [1.892, 0.126, -3.378], [0.452, 1.365, -1.323], [2.748, -0.107, 4.714], [0.040, -0.108, 3.190], [-0.247, -1.347, -1.690], [2.625, -0.101, 3.225], [-0.164, 0.328, -4.937], [3.559, 0.050, -0.311], [-1.598, 0.203, -3.374], [-1.523, 3.197, 2.630], [-2.092, -3.072, 2.636], [1.133, 3.356, -2.093], [-1.292, 4.548, 0.246], [-1.399, -3.081, -0.726], [-0.014, -1.728, -4.055], [-2.073, -4.438, 0.194], [-2.659, 0.849, -2.726], [-2.074, -3.352, 0.071], [-1.378, 2.094, -4.869], [-1.494, -2.169, 3.487], [-2.218, -2.882, 5.346], [-0.596, -2.178, 5.444], [3.384, -0.852, -0.892], [3.618, -0.029, 2.274], [-0.893, -1.628, 1.415], [-0.648, 3.177, -0.671], [-1.390, 3.475, 0.062], [1.154, -0.243, -3.972], [-0.210, 2.049, 5.432], [-1.577, -2.081, 4.976], [-2.753, 3.713, -4.549], [-0.780, -1.316, 2.734], [1.696, 1.516, -3.245], [-1.210, 2.733, 1.339], [-4.288, 1.374, -0.777], [-4.359, -0.878, -1.678], [-2.385, 3.280, -0.333], [-1.684, -2.695, 1.344], [-2.738, -3.892, 2.903], [2.945, -0.035, 1.040], [3.152, 0.887, -0.872], [-3.070, -3.032, -0.239], [-2.434, 2.725, -4.237], [-2.102, -2.327, -2.954], [-3.873, 2.584, -2.644], [-0.360, -0.025, -0.069], [-1.810, 1.323, 5.339], [-2.000, -1.128, 5.300], [1.447, -0.154, 2.577], [2.248, 0.754, 5.162]], "forces_ev_per_a": [[0.07, 0.01, 0.03], [0.00, 0.00, 0.00], [-0.01, 0.00, 0.00], [-0.18, -0.07, -0.12], [-0.02, 0.00, -0.02], [0.07, 0.08, -0.22], [0.04, 0.13, -0.17], [-0.01, 0.00, 0.00], [0.06, 0.06, 0.05], [0.00, 0.00, -0.01], [0.01, -0.02, 0.06], [0.08, 0.02, -0.31], [-0.11, 0.07, 0.02], [0.01, -0.01, 0.01], [0.04, -0.20, 0.30], [-0.06, -0.08, 0.18], [-0.02, 0.01, 0.01], [-0.16, -0.01, -0.05], [0.00, 0.01, 0.00], [0.00, 0.00, 0.00], [0.00, 0.00, -0.01], [0.22, 0.29, -0.09], [0.10, -0.33, -0.17], [0.00, -0.01, 0.02], [-0.08, 0.01, 0.02], [0.01, -0.07, -0.03], [-0.03, 0.00, 0.03], [-0.22, 0.12, -0.12], [0.06, 0.04, -0.08], [0.00, -0.03, -0.06], [0.12, 0.12, 0.00], [0.05, -0.06, -0.01], [0.10, 0.08, 0.02], [-0.01, -0.04, 0.01], [0.10, 0.02, -0.14], [-0.25, -0.30, -0.10], [-0.03, 0.02, 0.01], [-0.03, 0.05, 0.02], [-0.08, 0.00, -0.01], [-0.03, 0.01, -0.01], [0.01, 0.02, 0.01], [0.00, 0.00, 0.00], [-0.01, 0.00, 0.00], [-0.07, -0.10, -0.09], [0.02, 0.01, -0.07], [-0.12, 0.14, -0.20], [-0.01, 0.07, -0.01], [-0.10, -0.09, 0.02], [0.45, -0.07, 0.22], [-0.01, 0.00, -0.01], [0.00, -0.01, 0.00], [0.00, 0.00, 0.00], [0.08, -0.02, -0.02], [0.03, 0.19, 0.02], [-0.02, -0.22, 0.19], [0.12, 0.08, 0.03], [-0.02, -0.05, -0.01], [-0.16, -0.05, -0.13], [0.00, 0.05, 0.08], [0.00, -0.01, -0.01], [-0.12, -0.05, 0.07], [-0.07, 0.06, -0.08], [0.01, 0.04, -0.04], [0.04, -0.02, -0.03], [0.05, -0.01, 0.04], [0.00, 0.00, 0.01], [0.06, 0.18, 0.96], [0.00, 0.00, 0.00], [0.00, -0.01, 0.00], [0.02, -0.05, 0.01], [0.01, -0.01, 0.00]]}


# 2
{"formula": "C22H29BaN7OP", "method": "wB97M-V/def2-TZVPD", "charge": 1, "molar_mass_g_mol": 575.82, "gap_ev": 6.8, "symbols": ["C", "H", "H", "N", "H", "N", "H", "H", "H", "C", "H", "P", "C", "C", "O", "C", "Ba", "H", "C", "N", "H", "C", "H", "C", "C", "H", "H", "H", "C", "C", "C", "H", "C", "C", "C", "C", "C", "C", "H", "N", "H", "N", "H", "H", "N", "C", "H", "H", "H", "H", "C", "H", "H", "N", "H", "H", "C", "H", "H", "C", "H"], "xyz": [[-0.776, 3.615, 2.818], [0.940, 0.903, -2.529], [3.946, 1.091, -5.385], [4.168, -0.637, -4.255], [-5.649, -4.307, -1.143], [0.660, -4.711, 2.730], [3.022, 0.434, -0.597], [-4.596, -0.472, 1.192], [-1.837, 3.397, 2.807], [-4.074, -0.365, 3.272], [5.684, 0.702, -3.787], [2.280, -1.136, -2.311], [0.123, -3.975, 2.020], [-0.349, 1.338, 1.863], [-2.293, -2.296, -0.351], [-1.955, 0.675, 3.752], [-0.120, -1.601, 0.026], [4.076, 2.449, -3.408], [0.126, 2.647, 2.387], [4.305, 0.751, -2.234], [4.060, -2.487, -3.273], [1.031, 5.131, 3.264], [2.999, 4.381, 2.868], [1.489, 2.932, 2.405], [-3.841, -0.185, 1.914], [4.222, -0.827, -0.862], [-4.999, -0.812, 3.615], [-6.214, -3.041, -0.016], [3.440, 1.730, -2.888], [-5.728, -3.232, -0.975], [1.528, 0.296, -3.225], [0.837, -0.083, -3.984], [3.535, -0.145, -1.371], [-0.328, 4.857, 3.246], [-3.400, -2.880, -0.226], [3.308, 0.388, -4.847], [-1.688, 0.825, 2.394], [1.939, 4.163, 2.846], [-2.821, -3.959, 1.390], [-4.424, -2.593, -1.036], [-4.452, -4.234, 0.919], [-3.564, -3.805, 0.732], [-6.352, -2.809, -1.756], [-3.306, -0.054, 5.248], [0.254, 0.593, 1.043], [3.382, -1.724, -3.666], [2.862, 2.262, -2.130], [-1.040, 5.607, 3.566], [-1.230, 1.030, 4.476], [2.783, -2.205, -4.443], [-3.125, 0.068, 4.187], [-4.224, -1.904, -1.741], [1.124, -5.334, 3.363], [2.526, 1.147, -3.871], [2.631, -0.081, -5.564], [2.181, 2.176, 2.058], [-2.657, 0.396, 1.485], [1.384, 6.095, 3.605], [5.652, -0.755, -2.782], [5.030, 0.004, -3.260], [-2.481, 0.567, 0.428]], "forces_ev_per_a": [[-0.02, 0.02, 0.05], [0.03, -0.01, 0.03], [-0.01, 0.00, 0.00], [-0.10, -0.07, 0.10], [-0.01, 0.00, -0.01], [-0.05, -0.01, 0.04], [-0.03, 0.02, -0.03], [-0.01, -0.01, -0.03], [0.00, 0.03, 0.00], [0.00, 0.02, -0.08], [0.00, 0.00, 0.01], [-0.34, -0.02, 0.30], [0.11, -0.02, 0.02], [-0.49, -0.81, -0.03], [-1.71, -0.73, -0.42], [0.16, 0.02, 0.04], [1.73, 0.67, 0.40], [0.00, -0.01, 0.01], [0.14, 0.14, 0.00], [-0.05, -0.09, 0.03], [0.00, 0.02, 0.00], [-0.02, -0.03, 0.00], [0.01, -0.03, -0.01], [0.00, 0.02, -0.04], [-0.02, -0.02, 0.09], [-0.01, 0.00, -0.01], [0.00, 0.00, 0.00], [-0.01, 0.00, 0.00], [0.02, 0.06, -0.03], [0.02, 0.09, -0.04], [0.02, 0.15, -0.14], [0.01, -0.01, 0.00], [0.19, 0.07, -0.02], [0.02, -0.04, -0.01], [0.22, 0.25, 0.06], [0.02, 0.04, -0.03], [-0.07, 0.21, -0.04], [0.02, 0.11, 0.05], [0.06, 0.10, -0.03], [-0.01, -0.13, 0.08], [0.00, 0.02, -0.02], [-0.30, -0.22, 0.05], [-0.02, -0.02, 0.01], [0.01, 0.00, 0.00], [0.26, 0.22, -0.12], [0.26, 0.03, -0.21], [0.00, -0.01, 0.00], [0.00, 0.01, 0.01], [-0.01, 0.00, 0.00], [-0.01, 0.03, 0.00], [-0.01, -0.01, 0.04], [-0.05, 0.00, -0.01], [-0.01, -0.01, 0.00], [-0.03, -0.11, 0.04], [0.00, 0.00, 0.00], [-0.02, -0.02, 0.00], [0.08, 0.07, -0.03], [0.01, 0.00, 0.00], [-0.01, 0.00, 0.00], [0.03, 0.02, -0.02], [-0.03, -0.02, -0.01]]}